A cluster of 3 separate species, C8H18FN5O4PS3 in total. Source: the OMol25 dataset; level of theory: ωB97M-V/def2-TZVPD.

The largest force on an atom comes out at 10.33 eV/A. The orbital gap is 0.2302 hartree. The calculation puts the total energy at -2525.60640 Eh. Its net charge is +1.

Cartesian coordinates (Å):
1 N 0.215 3.268 1.838
2 C -0.429 2.276 1.140
3 N -0.836 2.693 -0.272
4 C -1.472 1.357 -0.707
5 C -2.018 1.368 -2.253
6 O -2.833 2.315 -2.775
7 N -1.503 0.230 -3.159
8 C -0.020 0.005 -2.941
9 O 0.486 -1.024 -2.206
10 F 1.005 0.911 -3.568
11 N -1.432 0.281 0.357
12 P -2.065 -1.393 0.185
13 S -4.027 -1.212 0.014
14 N -0.811 0.855 1.490
15 H 0.628 4.059 1.258
16 H 0.339 3.298 2.875
17 H -1.598 0.649 -4.131
18 H -1.858 -2.039 1.485
19 H -1.485 -2.139 -0.901
20 H -0.630 0.386 2.409
21 C -0.146 -5.969 4.042
22 S -0.579 -5.223 2.452
23 O -0.617 -3.737 2.646
24 C -2.290 -5.812 2.431
25 H 0.884 -5.698 4.283
26 H -0.811 -5.594 4.824
27 H -0.227 -7.056 3.970
28 H -2.822 -5.447 3.313
29 H -2.299 -6.905 2.412
30 H -2.778 -5.431 1.531
31 C 4.528 4.040 -2.508
32 S 3.313 4.516 -1.256
33 O 3.309 3.448 -0.203
34 C 1.859 4.256 -2.300
35 H 5.524 4.090 -2.063
36 H 4.334 3.020 -2.848
37 H 4.474 4.732 -3.352
38 H 1.831 3.222 -2.652
39 H 1.893 4.942 -3.150
40 H 0.964 4.461 -1.707